DFT (the ωB97M-V functional and the def2-TZVPD basis) results for a molecular structure, C18H25BN8O3Tc.

Values from the calculation:
LUMO energy (spin up / spin down), eV: -10.42 / -9.99
Energy relative to the best compared isomer or geometry (same formula, charge and spin), kcal per mole: 40.9
Net charge: +2
Spin multiplicity: 4
Total energy, eV: -39992.3805
⟨S²⟩: 3.793
Strongest force on any atom, eV/Å: 4.04

Cartesian coordinates (Å):
H  0.52  3.28  -0.50
N  0.04  1.76  -1.91
B  -0.45  0.39  -4.10
N  -0.05  1.71  -3.33
C  0.40  2.88  -3.79
Tc  0.34  0.19  -0.78
H  0.50  3.05  -4.85
C  0.66  3.74  -2.72
H  0.99  4.76  -2.75
C  0.42  3.03  -1.55
H  -0.24  0.56  -5.26
C  -3.12  -3.21  1.29
H  -3.07  -3.63  2.29
H  -2.17  -2.73  1.05
H  -3.31  -4.02  0.58
N  -1.98  0.03  -3.89
N  0.45  -0.80  -3.60
N  -2.31  -0.13  -2.55
N  0.58  -1.10  -2.23
C  -3.07  -0.22  -4.64
C  1.27  -1.62  -4.27
H  -3.01  -0.12  -5.71
H  1.37  -1.52  -5.34
C  -4.12  -0.58  -3.80
C  1.86  -2.52  -3.38
C  -3.57  -0.51  -2.49
C  1.42  -2.19  -2.10
H  -5.14  -0.86  -4.03
H  2.52  -3.33  -3.60
H  -4.02  -0.72  -1.54
H  1.64  -2.58  -1.12
H  -3.90  -2.51  1.24
C  -0.39  -1.04  4.60
C  1.07  -0.97  4.17
C  1.49  0.27  3.31
C  1.31  1.66  3.95
C  -0.09  2.03  4.42
C  2.98  0.11  2.90
O  3.71  -0.67  3.47
N  3.44  0.91  1.80
C  2.72  0.64  0.65
O  3.03  0.80  -0.54
N  1.49  0.11  0.91
C  0.72  0.21  2.01
O  -0.51  0.14  1.83
H  -0.53  -0.54  5.57
H  -0.69  -2.09  4.71
H  -1.04  -0.58  3.84
H  1.74  -1.01  5.04
H  1.30  -1.85  3.54
H  2.03  1.74  4.78
H  1.64  2.36  3.16
H  -0.34  1.51  5.35
H  -0.13  3.10  4.62
H  -0.85  1.78  3.66
H  4.46  0.91  1.65



DFT (the ωB97M-V functional and the def2-TZVPD basis) results for 8 unconnected molecules or ions with the total composition C17H48O10.

Values from the calculation:
SMILES string: COC(=O)OC.CCO.CCO.CCO.CCO.CCO.CCO.CCO
LUMO energy, eV: 0.55
Total energy, eV: -38879.5615
Strongest force on any atom, eV/Å: 3.10

Cartesian coordinates (Å):
C  -18.38  16.80  -0.23
O  -18.04  17.67  -1.31
C  -16.78  18.25  -1.16
O  -16.10  18.09  -0.19
O  -16.56  18.98  -2.22
C  -15.33  19.65  -2.28
H  -19.48  16.61  -0.25
H  -18.21  17.29  0.75
H  -17.81  15.86  -0.34
H  -15.21  19.99  -3.31
H  -14.50  18.91  -2.11
H  -15.25  20.39  -1.52
C  -17.97  8.85  5.27
C  -18.46  10.18  4.76
O  -17.83  10.32  3.43
H  -18.39  8.60  6.25
H  -16.93  8.95  5.30
H  -18.25  8.02  4.61
H  -18.04  10.88  5.45
H  -19.56  10.32  4.59
H  -18.57  10.20  2.76
C  -19.84  7.71  -0.07
C  -18.65  8.42  0.46
O  -18.89  9.79  0.58
H  -19.84  6.58  0.00
H  -20.07  7.87  -1.09
H  -20.70  8.05  0.52
H  -17.75  8.18  -0.20
H  -18.40  8.05  1.46
H  -18.14  10.32  0.47
C  -13.95  16.47  -4.46
C  -13.69  14.92  -4.54
O  -13.75  14.34  -3.30
H  -14.82  16.67  -3.87
H  -14.16  16.89  -5.42
H  -13.08  17.03  -4.11
H  -12.70  14.74  -4.98
H  -14.39  14.46  -5.32
H  -14.57  14.67  -2.88
C  -14.73  12.46  3.94
C  -16.02  13.25  3.72
O  -16.66  12.79  2.55
H  -14.95  11.40  3.96
H  -14.13  12.66  4.82
H  -14.04  12.57  3.14
H  -15.77  14.34  3.64
H  -16.66  13.12  4.65
H  -16.85  11.85  2.79
C  -12.63  15.42  0.82
C  -14.10  15.83  1.18
O  -15.01  14.82  0.75
H  -12.36  14.56  1.42
H  -11.95  16.14  1.13
H  -12.40  15.16  -0.19
H  -14.31  16.77  0.68
H  -14.25  16.03  2.25
H  -15.51  14.26  1.33
C  -16.52  12.59  -2.77
C  -16.93  13.63  -1.76
O  -15.96  14.70  -1.85
H  -15.43  12.44  -2.81
H  -16.86  12.92  -3.71
H  -17.08  11.69  -2.44
H  -16.99  13.25  -0.71
H  -17.91  13.99  -1.94
H  -15.45  14.62  -1.00
C  -12.52  11.11  -2.66
C  -13.19  10.93  -3.96
O  -12.87  9.65  -4.44
H  -12.45  12.12  -2.30
H  -11.54  10.78  -2.78
H  -12.95  10.54  -1.81
H  -12.86  11.75  -4.62
H  -14.32  11.05  -3.85
H  -13.47  9.41  -5.15



DFT (the ωB97M-V functional and the def2-TZVPD basis) results for a single C3H8ClOPS molecule.

Values from the calculation:
LUMO energy, eV: -0.22
Energy relative to the best compared isomer or geometry (same formula, charge and spin), kcal per mole: 83.8
Total energy, eV: -37932.8507
Strongest force on any atom, eV/Å: 3.32

Cartesian coordinates (Å):
C  -0.07  0.79  1.21
C  -1.19  -0.30  -0.76
C  0.11  -0.09  -0.07
O  2.14  -1.52  1.29
P  0.74  -1.76  0.49
S  2.17  -3.77  -2.48
Cl  1.47  -2.10  -1.53
H  0.74  1.48  1.32
H  -0.99  1.24  1.12
H  -0.12  -0.02  1.92
H  -1.25  -1.19  -1.44
H  -1.51  0.48  -1.39
H  -2.02  -0.42  0.03
H  0.88  0.28  -0.78
H  2.45  -2.28  1.75



DFT (the ωB97M-V functional and the def2-TZVPD basis) results for a molecular structure, C2H13BIrN3.

Values from the calculation:
LUMO energy (spin up / spin down), eV: -3.82 / -7.83
Energy relative to the best compared isomer or geometry (same formula, charge and spin), kcal per mole: 0.0
Net charge: +1
Spin multiplicity: 6
Total energy, eV: -10255.9696
⟨S²⟩: 8.765
Strongest force on any atom, eV/Å: 3.54

Cartesian coordinates (Å):
C  2.06  -1.29  0.62
Ir  -0.51  -0.64  -0.81
N  -2.36  -0.59  -1.72
N  0.65  -0.03  -2.66
H  -2.85  0.28  -1.48
H  1.21  -1.76  0.11
H  2.26  -1.74  1.60
H  1.87  -0.21  0.76
H  3.00  -1.66  0.02
H  0.37  0.89  -3.02
H  0.58  -0.69  -3.44
H  1.66  0.05  -2.47
H  -2.35  -0.65  -2.75
H  -2.95  -1.36  -1.38
B  -0.44  1.83  3.21
C  -0.44  1.05  1.88
N  -0.45  0.44  0.89
H  -1.33  2.62  3.21
H  0.60  2.40  3.34
H  -0.59  1.07  4.12



DFT (the ωB97M-V functional and the def2-TZVPD basis) results for 7 unconnected molecules or ions with the total composition C5H23N2O7.

Values from the calculation:
LUMO energy, eV: -2.73
Energy relative to the best compared isomer or geometry (same formula, charge and spin), kcal per mole: 50.2
Net charge: +1
Total energy, eV: -22864.4627
Strongest force on any atom, eV/Å: 1.71

Cartesian coordinates (Å):
O  0.20  1.97  1.81
C  0.98  2.67  1.19
C  0.92  2.52  -0.31
C  -0.55  2.90  -0.79
C  -1.23  1.64  -1.22
C  -1.43  1.31  -2.50
N  -1.86  0.10  -2.97
N  -1.77  0.85  -0.11
H  1.77  3.28  1.63
H  1.64  3.05  -0.92
H  1.18  1.50  -0.60
H  -1.07  3.37  0.04
H  -0.38  3.62  -1.58
H  -1.10  1.99  -3.27
H  -2.11  0.03  -3.93
H  -2.06  -0.70  -2.40
H  -1.36  1.16  0.79
H  -2.79  0.83  -0.15
H  -1.50  -0.17  -0.01
H  0.79  -3.21  -0.04
H  1.12  -3.34  -1.55
O  0.40  -3.34  -0.92
H  -1.79  -0.93  2.76
H  -0.52  -1.45  2.05
O  -1.37  -0.98  1.90
H  3.37  1.06  2.75
H  2.13  0.63  1.92
O  2.85  1.27  1.98
H  3.38  -1.53  0.76
H  3.25  -1.69  -0.76
O  3.28  -2.19  0.06
H  -0.47  -3.50  1.75
H  0.60  -3.42  2.65
O  0.32  -2.98  1.83
H  -0.85  -2.31  -0.71
H  -2.31  -2.33  -0.42
O  -1.64  -1.69  -0.70



DFT (the ωB97M-V functional and the def2-TZVPD basis) results for a molecular structure, C44H58F12N5OSSbSi3Y.

Values from the calculation:
LUMO energy, eV: 2.05
Energy relative to the best compared isomer or geometry (same formula, charge and spin), kcal per mole: 10.2
Net charge: -1
Total energy, eV: -130728.5749
Strongest force on any atom, eV/Å: 2.52

Cartesian coordinates (Å):
Y  1.03  -0.57  -0.06
C  2.79  -3.12  -2.76
N  1.59  -3.17  -1.95
C  0.39  -3.24  -2.78
C  -0.21  -1.82  -3.02
N  0.75  -0.79  -2.67
C  1.52  -0.21  -3.58
C  2.69  0.45  -3.12
F  3.02  0.24  -1.83
C  3.51  1.25  -3.87
F  4.56  1.86  -3.30
C  3.29  1.40  -5.22
F  4.06  2.20  -5.98
C  2.25  0.68  -5.76
F  2.02  0.77  -7.08
C  1.42  -0.11  -4.99
F  0.43  -0.75  -5.67
C  1.68  -4.15  -0.90
C  2.93  -3.91  -0.08
N  3.10  -2.49  0.26
C  4.21  -2.16  0.93
C  4.41  -0.81  1.29
F  3.47  0.07  0.88
C  5.45  -0.30  2.03
F  5.51  1.00  2.29
C  6.44  -1.14  2.49
F  7.47  -0.67  3.21
C  6.31  -2.48  2.20
F  7.24  -3.33  2.66
C  5.26  -2.98  1.46
F  5.26  -4.32  1.30
H  3.08  -4.13  -3.13
H  3.62  -2.70  -2.19
H  2.63  -2.49  -3.63
H  -0.35  -3.88  -2.29
H  0.62  -3.72  -3.74
H  -1.09  -1.69  -2.39
H  -0.56  -1.76  -4.05
H  1.72  -5.18  -1.28
H  0.80  -4.05  -0.26
H  3.79  -4.29  -0.63
H  2.84  -4.53  0.82
C  -2.97  -0.07  2.20
Sb  -2.29  1.72  1.19
C  -0.13  1.18  1.24
C  0.66  2.31  0.66
C  0.43  3.69  0.82
C  1.34  4.60  0.33
C  2.50  4.15  -0.31
C  2.65  2.79  -0.47
N  1.75  1.90  -0.03
Si  0.25  1.30  3.09
C  -0.56  0.03  4.22
C  2.10  1.37  3.44
C  -0.36  2.91  3.90
C  -3.41  1.52  -0.81
C  -2.42  1.40  -1.95
C  -2.78  0.87  -3.20
C  -1.96  1.08  -4.30
C  -0.79  1.81  -4.15
C  -0.45  2.20  -2.87
N  -1.22  1.99  -1.80
Si  -4.06  3.31  -1.03
C  -5.53  3.65  0.08
C  -2.81  4.66  -0.64
C  -4.53  3.61  -2.82
Si  -4.86  0.33  -0.79
C  -5.83  0.51  0.82
C  -6.16  0.75  -2.11
C  -4.43  -1.46  -1.09
H  -3.55  0.21  3.08
H  -2.10  -0.65  2.50
H  -3.57  -0.68  1.53
H  -0.45  4.03  1.34
H  1.16  5.66  0.45
H  3.25  4.83  -0.68
H  3.52  2.38  -0.98
H  -0.55  -0.99  3.81
H  -1.60  0.31  4.43
H  -0.03  0.03  5.19
H  2.61  0.43  3.23
H  2.26  1.62  4.50
H  2.58  2.15  2.83
H  -1.40  3.14  3.65
H  0.26  3.77  3.60
H  -0.28  2.81  4.99
H  -3.72  0.34  -3.32
H  -2.23  0.68  -5.27
H  -0.14  2.04  -4.98
H  0.50  2.71  -2.68
H  -5.24  3.59  1.14
H  -6.37  2.96  -0.08
H  -5.89  4.67  -0.12
H  -2.82  4.92  0.42
H  -3.04  5.56  -1.23
H  -1.79  4.34  -0.91
H  -5.15  2.81  -3.24
H  -3.62  3.70  -3.43
H  -5.09  4.55  -2.91
H  -5.43  1.31  1.45
H  -5.80  -0.41  1.42
H  -6.88  0.73  0.61
H  -6.53  1.77  -2.01
H  -7.01  0.07  -1.98
H  -5.79  0.63  -3.14
H  -4.09  -1.95  -0.17
H  -3.62  -1.57  -1.83
H  -5.31  -1.99  -1.47
F  -1.87  -1.14  -0.23
C  -0.80  -2.06  -0.01
F  -1.03  -2.53  1.32
H  -1.09  -2.92  -0.62
O  1.35  -1.49  2.32
S  2.07  -2.62  3.00
C  2.39  -2.10  4.72
C  1.90  -3.22  5.66
C  1.46  -4.41  4.79
C  0.82  -3.80  3.55
H  1.86  -1.17  4.85
H  3.46  -1.91  4.80
H  1.05  -2.86  6.24
H  2.68  -3.52  6.36
H  0.78  -5.08  5.31
H  2.34  -4.99  4.49
H  -0.09  -3.23  3.75
H  0.63  -4.52  2.75



DFT (the ωB97M-V functional and the def2-TZVPD basis) results for 6 unconnected molecules or ions with the total composition C16H34N2O4S4.

Values from the calculation:
LUMO energy, eV: 0.55
Energy relative to the best compared isomer or geometry (same formula, charge and spin), kcal per mole: 47.9
Total energy, eV: -71648.0496
Strongest force on any atom, eV/Å: 3.33

Cartesian coordinates (Å):
C  3.40  -2.71  0.12
S  3.90  -2.25  1.83
O  3.40  -0.83  2.08
C  2.54  -3.32  2.61
H  2.33  -2.62  -0.09
H  3.91  -3.67  0.10
H  3.85  -1.91  -0.46
H  1.60  -3.11  2.11
H  2.54  -3.17  3.69
H  2.70  -4.40  2.62
C  -3.34  -6.88  6.63
S  -4.68  -7.64  5.67
O  -4.32  -7.45  4.21
C  -5.91  -6.30  5.96
H  -2.51  -7.41  6.15
H  -3.37  -7.17  7.67
H  -3.16  -5.86  6.29
H  -6.92  -6.69  5.79
H  -5.75  -5.48  5.26
H  -5.86  -5.97  6.99
C  -0.06  6.21  3.01
S  1.75  6.47  3.17
O  2.01  7.98  3.43
C  2.29  5.54  4.74
H  -0.40  6.83  2.18
H  -0.52  6.63  3.91
H  -0.31  5.15  2.94
H  3.31  5.18  4.63
H  1.76  4.59  4.85
H  2.36  6.14  5.65
C  7.21  4.22  -4.76
S  8.34  5.57  -4.15
O  8.56  5.17  -2.73
C  9.86  5.18  -5.21
H  6.47  3.84  -4.06
H  7.94  3.49  -5.11
H  6.70  4.58  -5.66
H  9.49  5.15  -6.23
H  10.17  4.19  -4.86
H  10.66  5.91  -5.11
N  -5.37  -5.27  -1.56
C  -4.80  -4.48  -2.47
C  -5.33  -4.79  -3.72
C  -6.37  -5.74  -3.40
C  -6.38  -6.03  -2.10
H  -5.17  -5.28  -0.57
H  -3.93  -3.88  -2.22
H  -5.01  -4.48  -4.70
H  -7.07  -6.17  -4.09
H  -7.07  -6.63  -1.52
N  -3.04  3.26  -3.22
C  -3.71  4.06  -4.04
C  -2.75  4.76  -4.78
C  -1.49  4.33  -4.42
C  -1.66  3.37  -3.44
H  -3.48  2.73  -2.48
H  -4.79  4.06  -4.03
H  -2.95  5.52  -5.52
H  -0.55  4.70  -4.81
H  -1.01  2.80  -2.79



DFT (the ωB97M-V functional and the def2-TZVPD basis) results for 2 unconnected molecules or ions with the total composition C3H7S.

Values from the calculation:
LUMO energy, eV: 3.39
Energy relative to the best compared isomer or geometry (same formula, charge and spin), kcal per mole: 21.2
Net charge: -1
Total energy, eV: -14059.5434
Strongest force on any atom, eV/Å: 1.52

Cartesian coordinates (Å):
S  -4.14  1.83  -1.33
H  -4.74  1.22  -2.38
C  2.07  -0.28  0.61
C  0.69  0.14  0.10
C  -0.31  -0.69  0.32
H  2.61  -0.84  -0.16
H  2.69  0.59  0.84
H  2.03  -0.79  1.56
H  0.64  0.99  -0.56
H  -1.38  -0.51  0.19
H  -0.17  -1.65  0.80



DFT (the ωB97M-V functional and the def2-TZVPD basis) results for a single C14H21BrClNO2 molecule.

Values from the calculation:
SMILES string: COCCNCCCCOc1c(Cl)cc(C)cc1Br
LUMO energy, eV: 0.78
Energy relative to the best compared isomer or geometry (same formula, charge and spin), kcal per mole: 2.3
Total energy, eV: -103007.9957
Strongest force on any atom, eV/Å: 0.76

Cartesian coordinates (Å):
C  -6.26  -1.17  0.65
O  -5.43  -0.33  -0.10
C  -4.22  -0.95  -0.48
C  -3.36  0.06  -1.23
N  -2.94  1.10  -0.32
H  -3.76  1.50  0.12
C  -2.15  2.14  -0.95
C  -1.75  3.20  0.07
C  -0.86  2.62  1.18
C  0.56  2.31  0.72
H  1.24  2.32  1.58
H  0.90  3.06  -0.01
O  0.57  1.02  0.13
C  1.69  0.28  0.05
C  3.02  0.70  -0.08
C  4.06  -0.21  -0.17
C  3.83  -1.58  -0.16
C  2.52  -2.02  -0.05
C  1.49  -1.11  0.06
Br  -0.29  -1.71  0.24
H  2.29  -3.08  -0.05
C  4.97  -2.54  -0.27
H  5.46  -2.44  -1.24
H  5.71  -2.34  0.49
H  4.62  -3.57  -0.17
H  5.07  0.16  -0.26
Cl  3.46  2.38  -0.17
H  -0.80  3.34  2.00
H  -1.32  1.70  1.54
H  -2.65  3.61  0.52
H  -1.23  4.01  -0.44
H  -1.26  1.67  -1.37
H  -2.70  2.63  -1.79
H  -2.48  -0.44  -1.62
H  -3.94  0.46  -2.08
H  -4.42  -1.82  -1.12
H  -3.67  -1.30  0.41
H  -6.54  -2.07  0.09
H  -5.77  -1.48  1.58
H  -7.16  -0.60  0.89



DFT (the ωB97M-V functional and the def2-TZVPD basis) results for 3 unconnected molecules or ions with the total composition H5O2S.

Values from the calculation:
LUMO energy, eV: 4.41
Energy relative to the best compared isomer or geometry (same formula, charge and spin), kcal per mole: 12.3
Net charge: -1
Total energy, eV: -15012.5856
Strongest force on any atom, eV/Å: 3.09

Cartesian coordinates (Å):
S  0.16  0.78  0.42
H  -0.85  0.40  1.16
H  -1.54  0.47  -1.34
H  -0.86  1.58  -1.61
O  -1.66  1.25  -2.02
H  1.61  -1.69  0.72
H  0.54  -2.45  1.19
O  1.47  -2.59  1.16